# 1
A cluster of 2 separate species, C3H4F2 in total. Source: the OMol25 dataset; level of theory: wB97M-V/def2-TZVPD.

Geometry as XYZ:
```
9
Properties=species:S:1:pos:R:3:forces:R:3
C -0.4397 -0.9976 2.3430 0.259 0.616 0.468
C -0.3478 -1.2914 1.0948 -0.256 -0.496 0.204
C 0.3201 0.6860 -1.8304 1.242 -0.810 -4.119
F 0.3902 0.6490 -0.5308 -0.209 -0.429 1.447
F -0.2226 1.8753 -2.1752 -0.300 0.911 -0.175
H -1.2759 -0.8461 3.0130 -0.198 -0.274 -0.238
H 0.5197 -0.6644 2.7623 0.052 -0.171 -0.239
H -0.3510 -0.0833 -2.4147 1.224 0.805 1.936
H 1.4070 0.6727 -2.2621 -1.814 -0.152 0.715
```
Forces are in eV/Å.

Highest occupied orbital energy   -10.814 eV
Charge   0
Relative energy (zero: lowest compared OMol25 entry of this formula, charge and spin)   396.0 kJ/mol
Strongest force on any atom   4.38 eV/Å
Multiplicity   1
Kohn-Sham gap   0.38747 hartree

# 2
A cluster of 2 separate species, CH3F2P in total. Source: the OMol25 dataset; level of theory: wB97M-V/def2-TZVPD.

Geometry as XYZ:
```
7
Properties=species:S:1:pos:R:3:forces:R:3
C -1.3908 0.3216 -0.1152 -2.396 -3.161 -0.651
F -2.2140 1.2254 0.3266 0.120 0.198 0.094
F -2.5027 -1.2089 -0.2453 2.301 2.921 0.225
P -0.2230 -0.4112 1.0819 -0.362 -0.026 0.374
H -1.2068 0.3979 -1.1868 -0.067 0.007 0.208
H 0.4267 -1.1527 0.0980 0.136 -0.231 -0.290
H 0.6595 0.6711 0.9327 0.268 0.293 0.040
```
Forces are in eV/Å.

Highest occupied orbital energy   -10.950 eV
Charge   0
Relative energy (zero: lowest compared OMol25 entry of this formula, charge and spin)   133.5 kJ/mol
Strongest force on any atom   4.02 eV/Å
Multiplicity   1
Kohn-Sham gap   0.40872 hartree

# 3
The ion C7H10BrCl3FNOP with charge +1. Source: the OMol25 dataset; level of theory: wB97M-V/def2-TZVPD.

Geometry as XYZ:
```
25
Properties=species:S:1:pos:R:3:forces:R:3
C -2.9305 0.6820 -1.9228 0.075 -0.028 0.596
C -2.2076 -0.4012 -1.1374 -0.104 -0.066 -0.227
Cl -2.2971 0.0071 0.6006 0.058 -0.011 0.111
C -0.7495 -0.5828 -1.6410 0.012 0.333 -0.294
C 0.3444 -0.2964 -0.6846 0.309 -0.063 0.128
N 1.2201 0.6344 -0.8677 -0.061 -0.439 -0.231
C 2.2347 0.7364 0.2071 -1.099 1.058 0.678
Cl 2.5720 2.4479 0.4565 0.289 -0.248 -0.012
C 1.3961 0.1195 1.3740 0.704 -0.671 -0.777
F 0.4273 1.0506 1.6754 -0.194 -0.244 0.199
P 2.4000 -0.3487 2.9283 0.334 -0.003 0.290
O 1.7278 0.7043 3.9360 0.239 -0.074 -0.254
Cl 1.4006 -2.0956 3.3861 -0.125 0.028 0.052
C 0.7212 -1.0246 0.5798 -0.498 0.244 0.008
Br 1.9719 -2.3830 -0.0093 0.123 -0.135 -0.045
H -3.9501 0.7508 -1.5546 -0.148 -0.046 -0.173
H -2.9229 0.4655 -2.9867 -0.024 0.008 -0.121
H -2.4645 1.6438 -1.7119 0.096 0.089 -0.217
H -2.7272 -1.3481 -1.2405 -0.019 -0.049 0.048
H -0.6176 -1.5914 -2.0352 0.126 -0.145 0.184
H -0.6129 0.0871 -2.4911 0.022 -0.011 -0.080
H 1.2165 1.2489 -1.6713 0.106 0.129 -0.078
H 3.1362 0.1853 -0.0224 0.125 -0.047 -0.128
H 0.7925 0.8605 3.7584 -0.233 0.195 0.208
H -0.0813 -1.5522 1.0744 -0.115 0.194 0.134
```
Forces are in eV/Å.

Highest occupied orbital energy   -13.307 eV
Charge   +1
Relative energy (zero: lowest compared OMol25 entry of this formula, charge and spin)   0.0 kJ/mol
Strongest force on any atom   1.67 eV/Å
SMILES string   C[C@H](Cl)CC1=[NH+][C@@H](Cl)[C@](F)(P(O)Cl)[C@@H]1Br
Multiplicity   1
Kohn-Sham gap   0.30981 hartree

# 4
A cluster of 2 separate species, C8H8 in total. Source: the OMol25 dataset; level of theory: wB97M-V/def2-TZVPD.

Geometry as XYZ:
```
16
Properties=species:S:1:pos:R:3:forces:R:3
C -0.3647 -1.0657 -0.3486 -0.042 -1.176 0.020
C -1.7125 -1.2803 -0.0781 -0.322 -0.183 0.621
C -2.5597 -0.2147 0.2595 0.674 0.554 -1.151
C -2.0288 1.0853 0.2196 0.935 -0.413 0.332
C -0.6395 1.2947 -0.0026 -1.285 -0.586 -0.599
C 0.1703 0.2018 -0.3332 -1.185 0.736 0.474
C 3.5878 -0.5100 0.5368 -0.159 4.978 -3.453
C 3.5298 0.4926 -0.1927 0.268 -2.105 -0.502
H 0.2721 -1.9501 -0.5509 -0.394 0.742 0.011
H -2.0743 -2.3122 -0.0686 -0.049 0.392 -0.085
H -3.6400 -0.3227 0.3466 0.307 -0.240 0.272
H -2.7009 1.9181 0.3925 0.180 0.072 0.023
H -0.2485 2.3038 -0.0691 -0.002 -0.066 0.196
H 1.1862 0.3412 -0.5686 0.915 0.165 -0.133
H 3.8073 -1.1533 1.2955 0.174 -1.539 1.511
H 3.5011 1.1524 -1.1419 -0.017 -1.331 2.463
```
Forces are in eV/Å.

Highest occupied orbital energy   -9.197 eV
Charge   0
Relative energy (zero: lowest compared OMol25 entry of this formula, charge and spin)   219.4 kJ/mol
Strongest force on any atom   6.06 eV/Å
SMILES string   c1ccccc1.C#C
Multiplicity   1
Kohn-Sham gap   0.37843 hartree

# 5
A cluster of 2 separate species, CH8N3O in total. Source: the OMol25 dataset; level of theory: wB97M-V/def2-TZVPD.

Geometry as XYZ:
```
13
Properties=species:S:1:pos:R:3:forces:R:3
N 0.1809 0.2380 -0.4196 0.740 -0.665 -0.197
C -1.0400 0.0577 0.1251 -1.088 -0.232 -1.708
N -1.5218 0.6292 1.2497 -0.351 1.601 2.541
N -1.8213 -0.9567 -0.4169 -0.450 0.130 -0.175
H 0.7217 -0.5601 -0.7618 0.035 0.237 0.417
H 0.6555 1.1085 -0.4120 0.199 0.283 0.079
H -2.2720 0.3144 1.8616 0.184 -0.790 -0.527
H -1.1030 1.4414 1.6717 0.334 -0.127 -0.500
H -1.3378 -1.6931 -0.9196 -0.064 -0.068 0.322
H -2.5830 -1.2403 0.1842 0.209 -0.410 -0.160
H 3.3982 0.9099 -1.1016 -0.287 -0.415 0.298
H 3.7266 -0.4350 -0.4753 -0.142 -0.007 0.076
O 2.9962 0.1860 -0.5855 0.679 0.463 -0.465
```
Forces are in eV/Å.

Highest occupied orbital energy (alpha / beta)   -3.439 / -9.045 eV
Charge   0
Relative energy (zero: lowest compared OMol25 entry of this formula, charge and spin)   34.1 kJ/mol
Expectation value of S²   0.75
Strongest force on any atom   3.02 eV/Å
Multiplicity   2
Kohn-Sham gap (alpha / beta)   0.15437 / 0.35705 hartree

# 6
A cluster of 9 separate species, C40H83N3O10S8 in total. Source: the OMol25 dataset; level of theory: wB97M-V/def2-TZVPD.

Geometry as XYZ:
```
144
Properties=species:S:1:pos:R:3:forces:R:3
C 3.5833 3.0023 3.1014 0.012 0.077 -0.101
C 4.0891 2.5786 1.7556 0.617 -0.026 0.311
O 5.1381 1.9857 1.6495 -0.123 -0.162 -0.264
O 3.3106 2.9159 0.7369 -0.184 -0.109 -0.161
C 3.6350 2.2671 -0.5127 -0.347 -0.153 -0.459
C 2.5666 2.5363 -1.5751 0.604 0.349 -0.071
C 1.6916 3.7531 -1.3388 -0.662 -0.368 0.306
C 0.4593 3.7342 -2.2487 -0.006 0.057 0.445
C -0.5349 2.6856 -1.7455 0.113 0.185 0.072
C -1.8450 2.6769 -2.5118 0.424 -0.338 -0.455
C -2.8689 1.6141 -2.0657 0.355 0.632 0.020
C -2.2438 0.3026 -2.1912 -0.517 0.577 0.104
N -1.7691 -0.7272 -2.2970 0.522 -1.063 -0.122
C -3.4937 1.8115 -0.6280 0.204 -0.336 -0.431
C -2.5471 1.1826 0.3044 -0.934 0.376 -0.178
N -1.7978 0.7875 1.0657 0.897 -0.433 0.617
C -4.9068 1.1794 -0.6592 -0.111 -0.575 -0.015
C -5.0515 -0.3504 -0.4937 -0.309 -0.112 0.260
C -5.8054 -0.8019 0.7810 -0.247 -0.285 -0.460
C -5.1279 -1.9184 1.5543 0.880 0.235 0.335
N -3.7264 -1.6077 1.8725 -0.111 0.251 -0.047
C -3.5726 3.2963 -0.2612 -0.511 0.196 0.011
C -4.2526 3.6401 1.0501 -0.246 0.376 0.374
C -4.5145 2.7409 2.0865 -0.082 0.179 0.029
C -5.1242 3.1821 3.2572 -0.057 0.489 0.111
C -5.4733 4.5223 3.4454 0.363 -0.293 -0.675
C -5.1998 5.4410 2.4292 -0.031 -0.173 -0.212
C -5.5154 6.9099 2.5454 0.478 -0.155 0.014
C -4.6070 4.9797 1.2485 -0.047 -0.367 0.302
H 4.3778 3.5650 3.5791 0.020 0.211 0.090
H 2.6618 3.5702 3.0601 -0.085 0.027 0.013
H 3.4632 2.0976 3.6884 -0.200 -0.100 0.099
H 4.6099 2.5708 -0.8783 0.253 0.232 0.355
H 3.6463 1.2013 -0.3233 0.251 -0.166 0.047
H 3.0882 2.6984 -2.5176 0.052 -0.063 -0.201
H 1.9946 1.6249 -1.7005 -0.301 0.025 0.121
H 1.3071 3.6963 -0.3199 0.050 0.142 0.168
H 2.2386 4.6908 -1.4007 0.188 0.016 -0.252
H 0.7524 3.5591 -3.2825 -0.037 0.018 -0.171
H -0.0302 4.7076 -2.1828 -0.014 0.144 -0.211
H -0.7057 2.8866 -0.6891 -0.080 0.013 0.167
H -0.0805 1.6971 -1.7756 -0.021 -0.175 -0.063
H -1.5972 2.4388 -3.5488 -0.071 -0.004 -0.136
H -2.2950 3.6646 -2.5540 -0.179 0.110 0.206
H -3.6651 1.6141 -2.8066 -0.280 0.147 0.082
H -5.3094 1.4271 -1.6380 -0.051 0.267 -0.088
H -5.5766 1.6457 0.0541 0.131 0.244 0.185
H -4.1071 -0.8861 -0.5533 0.255 0.200 0.010
H -5.6483 -0.7038 -1.3310 0.096 -0.078 -0.224
H -6.7585 -1.2287 0.4655 -0.247 0.154 0.066
H -6.0584 0.0349 1.4304 0.235 0.145 0.118
H -5.1555 -2.8407 0.9808 -0.275 -0.149 -0.052
H -5.6546 -2.0792 2.4882 -0.325 -0.251 -0.045
H -3.0663 -2.2169 1.4171 0.052 -0.002 0.024
H -3.5392 -1.5962 2.8619 0.043 -0.053 0.019
H -2.5917 3.7610 -0.2420 0.250 -0.140 -0.070
H -4.1175 3.7989 -1.0626 -0.115 0.039 -0.067
H -4.2592 1.6953 1.9957 0.057 -0.056 0.038
H -5.3254 2.4957 4.0682 0.026 -0.205 -0.080
H -5.9468 4.8356 4.3637 -0.007 0.116 0.089
H -4.6635 7.4635 2.1505 -0.026 0.182 -0.112
H -5.6184 7.2178 3.5786 -0.263 0.017 0.145
H -6.3860 7.1889 1.9576 -0.174 0.005 0.035
H -4.4144 5.6976 0.4578 0.040 0.025 -0.041
C 0.6289 -2.6382 -0.2563 -0.080 -0.077 -0.043
S 1.5680 -1.2599 0.4034 -0.125 0.002 0.149
O 2.0590 -0.4770 -0.7656 0.108 -0.128 -0.086
C 2.9626 -2.2318 0.9945 0.063 -0.051 0.005
H -0.2734 -2.2354 -0.7137 0.021 0.072 -0.012
H 1.2216 -3.1612 -1.0077 0.030 0.033 0.012
H 0.3633 -3.3135 0.5579 0.006 0.026 0.015
H 3.4067 -2.7864 0.1687 -0.039 -0.011 -0.015
H 2.6192 -2.9173 1.7692 -0.013 0.019 0.018
H 3.6967 -1.5451 1.4137 -0.035 0.042 -0.010
C 5.5312 4.8209 -6.1841 0.060 0.148 -0.070
S 4.7224 3.8133 -4.9392 -0.048 -0.053 0.017
O 3.4252 4.4795 -4.6280 -0.043 0.025 0.026
C 5.8388 4.2144 -3.5933 0.090 0.111 0.097
H 4.9458 4.7499 -7.0991 -0.056 -0.025 0.045
H 5.5622 5.8574 -5.8457 -0.071 -0.021 0.037
H 6.5339 4.4378 -6.3528 0.042 -0.078 0.031
H 5.8499 5.2947 -3.4421 -0.083 -0.006 -0.020
H 6.8323 3.8466 -3.8353 0.028 -0.056 -0.062
H 5.4680 3.7215 -2.6961 -0.065 -0.002 -0.036
C 4.7349 -4.1006 -4.5848 -0.079 -0.037 -0.063
S 5.6481 -3.5565 -3.1383 0.016 0.069 -0.105
O 5.6684 -4.7054 -2.1875 -0.023 0.018 0.046
C 4.4054 -2.4122 -2.5416 -0.065 0.062 0.018
H 5.3252 -4.8649 -5.0859 0.032 -0.003 0.038
H 3.7772 -4.5208 -4.2767 0.027 -0.018 0.049
H 4.5852 -3.2540 -5.2548 0.022 0.014 0.009
H 3.4675 -2.9422 -2.3758 0.015 -0.027 -0.034
H 4.2623 -1.6126 -3.2677 0.000 0.016 0.010
H 4.7582 -1.9871 -1.6049 0.045 0.018 -0.021
C 4.5235 -7.2114 -0.9087 -0.151 -0.022 0.247
S 4.5958 -8.0154 -2.5094 0.117 0.111 0.034
O 3.2538 -7.8674 -3.1351 -0.063 -0.017 0.023
C 4.6920 -9.6933 -1.8654 -0.041 -0.109 0.032
H 4.4202 -6.1445 -1.0794 0.091 0.006 -0.104
H 3.6681 -7.5892 -0.3455 0.002 -0.101 -0.088
H 5.4496 -7.4013 -0.3660 0.035 0.021 -0.047
H 3.8228 -9.8967 -1.2396 -0.018 0.042 -0.020
H 5.6113 -9.8063 -1.2908 0.013 0.017 -0.016
H 4.7037 -10.3777 -2.7112 0.000 0.033 -0.030
C -6.2534 -6.3692 2.0460 0.077 0.027 -0.083
S -7.7654 -5.4127 1.9449 -0.023 -0.050 -0.063
O -7.4097 -3.9949 2.2255 -0.022 0.001 0.057
C -8.5001 -6.0789 3.4428 -0.049 -0.031 0.106
H -5.6149 -6.0758 1.2139 -0.063 0.054 -0.027
H -5.7497 -6.1638 2.9887 -0.042 -0.009 0.028
H -6.4863 -7.4294 1.9730 0.010 -0.015 0.045
H -7.8401 -5.8876 4.2887 0.036 0.018 -0.037
H -8.6608 -7.1499 3.3207 0.017 -0.001 -0.016
H -9.4543 -5.5794 3.5980 0.007 0.029 -0.046
C -2.7051 -9.0565 3.2647 0.085 0.065 -0.018
S -4.1883 -9.6795 4.0643 0.026 -0.109 0.003
O -5.2868 -8.7323 3.7346 0.011 0.037 0.039
C -3.6676 -9.3116 5.7435 0.049 0.053 0.086
H -2.8396 -9.1526 2.1894 -0.044 -0.026 0.006
H -2.5610 -8.0081 3.5264 -0.049 -0.003 0.018
H -1.8476 -9.6508 3.5800 -0.011 -0.021 -0.005
H -3.4584 -8.2459 5.8367 -0.024 0.004 -0.047
H -2.7810 -9.8981 5.9837 -0.010 -0.021 -0.009
H -4.4796 -9.5870 6.4128 -0.029 -0.021 -0.040
C -2.0473 7.4411 4.9985 0.082 0.085 -0.034
S -3.4084 6.6990 5.9048 0.014 -0.159 0.026
O -4.6039 7.5521 5.6758 -0.012 0.080 0.034
C -2.7915 7.1047 7.5432 0.087 0.059 0.074
H -2.2585 7.3352 3.9363 -0.044 -0.041 0.009
H -1.9682 8.4973 5.2568 -0.050 -0.005 0.018
H -1.1230 6.9170 5.2411 -0.013 -0.029 -0.009
H -2.6652 8.1840 7.6305 -0.031 0.003 -0.045
H -1.8429 6.5939 7.7087 -0.008 -0.022 -0.005
H -3.5235 6.7601 8.2702 -0.033 -0.022 -0.041
C 10.0063 3.0277 -7.1070 0.048 0.090 -0.043
S 9.1556 2.0541 -5.8611 -0.001 -0.102 -0.014
O 7.8834 2.7670 -5.5512 0.147 0.022 -0.025
C 10.2931 2.4160 -4.5206 0.060 0.059 0.071
H 9.4280 2.9728 -8.0268 -0.032 -0.038 0.022
H 10.0776 4.0641 -6.7767 -0.031 -0.016 0.038
H 10.9990 2.6106 -7.2744 -0.006 -0.025 -0.003
H 10.3446 3.4937 -4.3644 -0.039 0.002 -0.034
H 11.2773 2.0175 -4.7655 -0.007 -0.024 -0.007
H 9.9166 1.9312 -3.6223 -0.039 -0.026 -0.029
```
Forces are in eV/Å.

Highest occupied orbital energy   -8.350 eV
Charge   0
Relative energy (zero: lowest compared OMol25 entry of this formula, charge and spin)   0.0 kJ/mol
Strongest force on any atom   1.19 eV/Å
Multiplicity   1
Kohn-Sham gap   0.32045 hartree